91
Properties=species:S:1:pos:R:3:mulliken_charge:R:1 method="wB97M-V/def2-TZVPD" s2=2.02 charge=+3 multiplicity=3 molar_mass_g_mol=887.6 energy_ha=-2491.45583
W 0.050 -0.043 0.294 0.97
C -0.110 -3.458 0.105 -1.39
C -1.038 -2.416 -0.513 0.04
C -2.321 -2.187 0.264 0.83
C -3.407 -2.959 -0.132 -0.85
C -4.600 -2.907 0.565 -1.29
C -4.722 -2.039 1.634 -1.00
C -3.675 -1.223 2.059 0.78
C -3.997 -0.196 3.125 -1.05
C -3.902 1.249 2.637 -0.59
C -2.450 -1.351 1.385 0.39
N -1.305 -0.537 1.702 0.49
C -0.997 -0.024 2.916 -0.57
C -0.031 0.952 2.974 0.36
C 0.524 1.740 4.010 -0.98
C 1.440 2.580 3.417 -0.92
C 1.447 2.280 2.037 -0.35
N 0.560 1.326 1.757 0.26
H 0.794 -3.599 -0.487 0.37
H -0.657 -4.400 0.124 0.48
H 0.176 -3.211 1.126 0.31
H -1.319 -2.742 -1.520 0.61
H -0.481 -1.489 -0.879 -0.16
H -3.310 -3.615 -0.988 0.51
H -5.438 -3.519 0.264 0.44
H -5.671 -1.966 2.150 0.43
H -3.422 -0.345 4.039 0.31
H -5.027 -0.379 3.430 0.46
H -2.889 1.537 2.344 -0.06
H -4.220 1.938 3.418 0.44
H -4.551 1.397 1.773 0.30
H -1.490 -0.376 3.810 0.83
H 0.263 1.689 5.054 0.56
H 2.045 3.329 3.899 0.48
H 2.051 2.728 1.262 0.58
F 2.439 3.410 -5.148 -0.36
C 3.151 2.561 -4.391 -0.13
C 2.533 1.971 -3.338 -0.41
C 3.207 1.006 -2.566 0.74
C 2.553 0.331 -1.476 1.74
O 1.319 0.635 -1.214 -1.03
C 3.296 -0.632 -0.778 0.17
C 4.597 -0.890 -1.172 -0.63
N 5.213 -0.262 -2.166 0.31
C 6.577 -0.648 -2.520 -0.34
C 7.701 0.304 -2.228 -0.41
C 7.550 -0.953 -1.426 -1.03
C 4.529 0.694 -2.914 -0.91
C 5.157 1.326 -3.997 -0.76
C 4.493 2.266 -4.769 -0.46
N 5.093 2.850 -5.875 0.17
C 6.059 2.136 -6.686 -0.81
C 7.347 2.924 -6.851 -0.67
N 7.011 4.264 -7.458 -0.15
C 5.979 4.997 -6.636 -0.80
C 4.740 4.132 -6.467 -0.64
C 2.802 -1.446 0.373 -0.03
O 3.432 -2.331 0.871 -0.61
O 1.594 -1.076 0.803 -0.31
H 1.503 2.219 -3.126 0.65
H 5.164 -1.651 -0.652 0.84
H 6.611 -1.244 -3.422 0.46
H 7.446 1.229 -1.729 0.23
H 8.503 0.367 -2.949 0.33
H 7.231 -0.842 -0.399 0.37
H 8.232 -1.771 -1.602 0.26
H 6.187 1.083 -4.201 0.81
H 5.623 1.953 -7.679 0.31
H 6.291 1.157 -6.276 0.46
H 8.053 2.429 -7.514 0.42
H 7.825 3.137 -5.895 0.41
H 6.657 4.127 -8.410 0.40
H 7.856 4.832 -7.549 0.35
H 5.754 5.929 -7.151 0.42
H 6.455 5.212 -5.681 0.35
H 4.259 3.975 -7.441 0.33
H 4.041 4.682 -5.850 0.47
F -4.012 4.830 -2.768 -0.23
C -4.507 3.633 -2.431 0.64
F -5.487 3.813 -1.541 -0.22
F -5.015 3.059 -3.521 -0.26
C -3.409 2.777 -1.817 0.39
C -3.067 1.553 -2.366 -0.86
C -2.069 0.822 -1.752 -0.33
N -1.428 1.258 -0.650 0.46
C -1.764 2.456 -0.131 -0.31
C -2.751 3.239 -0.687 -0.92
H -3.563 1.165 -3.243 0.56
H -1.775 -0.145 -2.139 0.59
H -1.225 2.767 0.754 0.44
H -3.000 4.191 -0.239 0.53

=====

81
Properties=species:S:1:pos:R:3:mulliken_charge:R:1 method="wB97M-V/def2-TZVPD" charge=+1 molar_mass_g_mol=555.7 energy_ha=-1731.10638
C 8.632 0.767 0.908 -1.44
C 7.148 0.935 0.701 0.52
C 6.515 0.316 -0.375 -0.79
C 5.139 0.412 -0.582 0.87
C 4.508 -0.256 -1.772 -1.34
C 4.363 1.216 0.285 -0.06
N 3.075 1.709 -0.136 0.85
C 1.722 1.034 -0.226 0.06
N 0.911 2.103 -0.806 0.02
C -0.355 2.147 -0.194 0.54
C -0.321 1.397 0.978 -0.47
C 0.982 0.633 1.070 -0.62
C -1.475 1.338 1.767 -0.36
C -2.687 1.835 1.237 0.48
C -4.016 1.414 1.791 -1.33
C -2.626 2.742 0.164 -0.97
C -1.451 2.931 -0.571 0.90
C -1.392 3.943 -1.667 -1.94
C 1.700 3.184 -1.117 -0.80
C 2.980 2.949 -0.726 -0.50
C 5.010 1.922 1.321 0.73
C 4.324 2.947 2.157 -1.58
C 6.368 1.731 1.538 -0.98
H 8.975 1.275 1.821 0.36
H 8.925 -0.291 0.982 0.35
H 9.178 1.200 0.057 0.32
H 7.111 -0.273 -1.069 0.36
H 3.662 -0.889 -1.449 0.20
H 4.138 0.459 -2.523 0.29
H 5.255 -0.903 -2.273 0.40
H 0.817 -0.463 1.043 0.13
H 1.821 0.198 -0.936 0.00
H 1.559 0.860 1.980 0.46
H -1.404 0.948 2.772 1.03
H -4.819 1.886 1.210 0.38
H -4.129 0.324 1.706 0.14
H -4.135 1.704 2.847 0.31
H -3.518 3.308 -0.121 0.39
H -2.429 4.166 -1.966 0.43
H -0.941 4.885 -1.304 0.37
H -0.829 3.588 -2.545 0.40
H 1.279 4.080 -1.554 0.43
H 3.821 3.634 -0.795 0.57
H 4.812 3.000 3.140 0.50
H 4.400 3.945 1.704 0.30
H 3.269 2.710 2.301 0.15
H 6.825 2.261 2.369 0.35
C -3.801 -2.453 -5.420 -0.37
C -3.374 -1.113 -4.802 -0.70
C -2.476 -1.530 -3.678 0.52
C -2.172 -2.903 -3.893 0.20
O -2.884 -3.482 -4.896 -0.46
C -1.384 -3.657 -3.006 -1.14
C -1.114 -3.087 -1.789 -0.46
C -1.509 -1.749 -1.482 -0.64
C -1.497 -1.377 -0.092 1.25
C -2.345 -2.030 0.846 0.83
C -2.290 -1.786 2.262 -0.03
C -3.249 -2.340 3.091 0.84
C -4.225 -3.218 2.547 0.07
O -5.138 -3.689 3.436 -0.48
C -4.839 -3.052 4.735 -0.36
C -3.520 -2.270 4.563 -0.63
C -4.253 -3.551 1.188 -1.30
C -3.341 -2.953 0.364 -1.02
C -2.061 -0.923 -2.505 -0.40
H -4.823 -2.729 -5.100 0.28
H -3.749 -2.495 -6.510 0.29
H -2.812 -0.523 -5.537 0.26
H -4.222 -0.507 -4.484 0.36
H -1.085 -4.670 -3.268 0.43
H -0.631 -3.650 -0.988 0.52
H -0.966 -0.503 0.223 -0.23
H -1.488 -1.167 2.673 0.50
H -5.690 -2.396 4.981 0.29
H -4.792 -3.843 5.498 0.28
H -2.721 -2.766 5.135 0.30
H -3.627 -1.243 4.930 0.28
H -4.986 -4.267 0.837 0.48
H -3.388 -3.174 -0.700 0.23
H -2.242 0.135 -2.303 0.63